Record 1
{
  "formula": "C4H5NO2",
  "method": "ωB97M-V/def2-TZVPD",
  "symbols": ["O", "C", "C", "N", "C", "C", "O", "H", "H", "H", "H", "H"],
  "coordinates": [[2.53476, 1.46676, 0.41303], [2.29403, 0.28501, 0.41507], [1.10181, -0.32124, -0.24335], [0.28876, 0.62535, -1.12100], [-0.26973, 0.13856, -0.11291], [-1.64242, -0.20488, 0.34639], [-2.63105, 0.57926, -0.25432], [2.99788, -0.45179, 0.85562], [1.25756, -1.33876, -0.61087], [-1.75546, -0.12756, 1.42929], [-1.73349, -1.27582, 0.08508], [-2.44265, 0.62511, -1.20204]],
  "forces_ev_per_angstrom": [[-0.1502, -0.4791, 0.1693], [0.0265, 0.3229, 0.0590], [0.2639, -0.1523, -0.0545], [-0.4355, -0.2611, 0.3198], [0.1070, 0.0473, -0.5717], [0.1625, -0.0659, 0.2317], [0.0189, 0.0310, -0.2326], [-0.0252, 0.1124, 0.0039], [0.1124, 0.1643, -0.0790], [0.0799, 0.0685, -0.1005], [-0.0716, 0.1512, 0.1231], [-0.0885, 0.0610, 0.1314]],
  "e_above_lowest_kj_mol": 285.4,
  "e_tot_ev": -9811.357,
  "lumo_ev": 0.56,
  "smiles": "O=C[C@@H]1N=C1CO",
  "charge": 0
}

***

Record 2
{
  "formula": "C4H5NO2",
  "method": "ωB97M-V/def2-TZVPD",
  "symbols": ["O", "C", "C", "C", "N", "C", "O", "H", "H", "H", "H", "H"],
  "coordinates": [[-2.29946, 0.31103, 0.94375], [-1.69844, -0.26985, 0.07433], [-0.38951, 0.22211, -0.53349], [0.58786, 0.94105, 0.42857], [1.63880, -0.04945, 0.67417], [1.39206, -1.02249, -0.08891], [0.30842, -0.95676, -0.92605], [-2.02456, -1.23619, -0.38544], [-0.66627, 0.89950, -1.36395], [1.02447, 1.82943, -0.04073], [0.12141, 1.25032, 1.36863], [2.00524, -1.91871, -0.15088]],
  "forces_ev_per_angstrom": [[0.2551, -0.4431, -0.5780], [-0.0474, 0.3170, 0.3835], [-0.5008, 0.7313, 0.5262], [-0.1123, 0.1032, -0.0271], [-0.1681, -0.3006, -0.1097], [0.3164, 0.2549, 0.0921], [0.4893, -0.1655, -0.3186], [-0.1432, 0.3025, 0.3221], [0.3042, -0.6701, -0.0521], [-0.0390, -0.1362, 0.1110], [-0.0606, -0.0977, -0.1933], [-0.2935, 0.1043, -0.1561]],
  "e_above_lowest_kj_mol": 125.9,
  "e_tot_ev": -9813.010,
  "lumo_ev": 0.70,
  "smiles": "O=C[C@H]1CN=CO1",
  "charge": 0
}

***

Record 3
{
  "formula": "C4H5NO2",
  "method": "ωB97M-V/def2-TZVPD",
  "symbols": ["C", "C", "C", "C", "N", "O", "O", "H", "H", "H", "H", "H"],
  "coordinates": [[1.18015, -0.88718, -0.22087], [0.05981, -0.28256, -0.00907], [2.52796, -0.22238, -0.06359], [-1.36110, 0.01665, -0.00609], [2.34564, 1.08582, 0.15554], [3.62668, -0.78196, 0.03518], [1.10744, 1.52523, 0.04502], [1.24637, -1.99268, -0.36699], [-1.73692, -0.11444, 1.02549], [-1.87796, -0.51564, -0.67417], [-1.61300, 1.10150, -0.27227], [3.05285, 1.79210, 0.34508]],
  "forces_ev_per_angstrom": [[0.4445, -2.2818, 0.0921], [2.2257, 3.7903, -0.7153], [2.2156, -0.0738, 1.0632], [1.2266, 3.4246, 3.0959], [-0.0473, -0.6302, -0.5075], [-1.3579, -0.0787, -0.5976], [-3.4637, -0.5724, 0.1841], [-0.1654, 0.9693, 0.0869], [-0.0582, -0.0964, -0.5352], [-1.9226, -2.5112, -2.5167], [0.9763, -1.2955, 0.3625], [-0.0734, -0.6442, -0.0123]],
  "e_above_lowest_kj_mol": 473.1,
  "e_tot_ev": -9809.412,
  "lumo_ev": [-0.34, -0.34],
  "charge": 0
}

***

Record 4
{
  "formula": "C4H5NO2",
  "method": "ωB97M-V/def2-TZVPD",
  "symbols": ["O", "C", "C", "C", "C", "N", "O", "H", "H", "H", "H", "H"],
  "coordinates": [[-1.08863, -2.08667, 1.24006], [-0.62084, -1.10889, 1.76806], [-0.10940, 0.11595, 1.00930], [1.03225, 0.71491, -0.21051], [-0.25952, 0.16393, -0.42025], [-0.77255, -0.36745, -1.44604], [0.14751, 0.01195, -2.48032], [-0.69696, -0.99159, 2.87122], [-0.22795, 1.01157, 1.60912], [1.89309, 0.19951, -0.63448], [1.10867, 1.80870, -0.22897], [-0.40568, 0.52808, -3.07720]],
  "forces_ev_per_angstrom": [[0.4942, 0.6051, 0.1761], [0.2529, -0.2875, -0.2912], [0.1647, 0.1520, -0.1621], [0.2143, -0.1842, 0.7700], [-0.1824, 0.0270, -0.4985], [-0.1627, 0.4445, 0.3317], [-0.3022, -0.1169, -0.7350], [0.2555, 0.1039, -0.2337], [-0.4468, 0.1069, -0.2801], [-0.2320, -0.1854, 0.4723], [0.0136, -0.4253, 0.7333], [-0.0691, -0.2400, -0.2828]],
  "e_above_lowest_kj_mol": 507.5,
  "e_tot_ev": -9809.055,
  "lumo_ev": 0.17,
  "smiles": "O=C[C@H]1C/C1=N\\O",
  "charge": 0
}

***

Record 5
{
  "formula": "C4H5NO2",
  "method": "ωB97M-V/def2-TZVPD",
  "symbols": ["C", "C", "C", "C", "O", "O", "N", "H", "H", "H", "H", "H"],
  "coordinates": [[-0.97485, -1.62530, -0.62890], [-0.10901, -0.66774, -0.00766], [0.09098, 0.70059, -0.37341], [0.89467, 1.18893, 0.57470], [1.43917, 2.36154, 0.89341], [1.17279, 0.25189, 1.45812], [0.55592, -0.93341, 1.11741], [-1.29276, -1.19159, -1.50641], [-1.89178, -1.77913, -0.03723], [-0.49628, -2.67193, -0.69532], [-0.21465, 1.22859, -1.24237], [0.82579, 3.13756, 0.44767]],
  "forces_ev_per_angstrom": [[-0.2322, -3.3041, 1.4627], [1.8384, 1.4231, 2.5034], [-0.4013, -0.4395, -0.8477], [0.2505, -0.2362, 1.0578], [-2.3237, 3.3982, -1.9415], [0.6418, -0.0892, 0.8686], [-0.8250, 0.0361, -1.4715], [-0.6146, 0.2114, -2.4686], [0.3150, 0.1095, 0.0248], [-0.6866, 1.7348, -0.3468], [-0.4134, 0.1249, -0.4956], [2.4512, -2.9690, 1.6544]],
  "e_above_lowest_kj_mol": 224.2,
  "e_tot_ev": -9811.991,
  "lumo_ev": 0.31,
  "smiles": "Cc1cc(O)on1",
  "charge": 0
}

***

Record 6
{
  "formula": "C4H5NO2",
  "method": "ωB97M-V/def2-TZVPD",
  "symbols": ["O", "C", "C", "O", "C", "C", "N", "H", "H", "H", "H", "H"],
  "coordinates": [[-2.04982, -0.61758, -1.31976], [-0.98545, -0.33822, -0.79899], [-0.79156, 1.08458, -0.11492], [0.38540, 1.46695, 0.62390], [1.15540, 0.41290, 0.91298], [1.17684, -0.76701, 0.43919], [0.09546, -1.11275, -0.60546], [-1.60809, 1.07150, 0.56304], [-1.15185, 1.74271, -0.98748], [2.16166, 0.93345, 1.26082], [1.92838, -1.56446, 0.53961], [-0.31638, -2.31206, -0.51294]],
  "forces_ev_per_angstrom": [[1.1808, 0.1426, 0.3119], [0.1909, 1.6694, 1.4261], [-1.7216, 0.0216, -2.3878], [-1.8981, -0.5510, -1.5795], [4.9321, 5.1116, 1.6277], [-2.4641, -4.1290, -3.4644], [-0.0176, -6.1525, 1.9931], [-0.8410, 0.1907, 0.8017], [1.3027, -0.1255, 1.5534], [-2.0562, -1.8222, 0.2544], [-0.4960, 0.8713, 0.1222], [1.8880, 4.7730, -0.6588]],
  "e_above_lowest_kj_mol": 299.9,
  "e_tot_ev": -9811.207,
  "lumo_ev": 0.51,
  "smiles": "O=C1COC=CN1",
  "charge": 0
}

***

Record 7
{
  "formula": "C4H5NO2",
  "method": "ωB97M-V/def2-TZVPD",
  "symbols": ["O", "C", "C", "C", "N", "C", "O", "H", "H", "H", "H", "H"],
  "coordinates": [[1.06755, -1.47475, 1.91465], [0.87904, -0.38526, 1.43453], [0.67145, -0.18011, -0.05370], [-0.68450, -0.74685, -0.55936], [-1.46583, 0.43757, -0.91815], [-0.69528, 1.42622, -0.76423], [0.57525, 1.22640, -0.32405], [0.82590, 0.53821, 2.04791], [1.53220, -0.58687, -0.59263], [-0.56171, -1.38747, -1.43788], [-1.19876, -1.33155, 0.20964], [-0.94529, 2.46446, -0.95674]],
  "forces_ev_per_angstrom": [[-0.0780, 0.4998, -0.1868], [0.0417, -0.4191, 0.0961], [0.0146, -0.1497, 0.0112], [0.0419, -0.2536, 0.0292], [0.2779, 0.3527, 0.0669], [-0.3006, -0.0524, -0.0955], [-0.0074, 0.0450, -0.0330], [0.0235, -0.0934, -0.0157], [-0.1107, 0.0376, 0.0905], [-0.0056, 0.0899, 0.1324], [0.0896, 0.0771, -0.1111], [0.0129, -0.1339, 0.0159]],
  "e_above_lowest_kj_mol": 117.7,
  "e_tot_ev": -9813.095,
  "lumo_ev": 0.67,
  "smiles": "O=C[C@H]1CN=CO1",
  "charge": 0
}

***

Record 8
{
  "formula": "C4H5NO2",
  "method": "ωB97M-V/def2-TZVPD",
  "symbols": ["C", "C", "C", "C", "N", "O", "O", "H", "H", "H", "H", "H"],
  "coordinates": [[-1.25795, 0.93764, -0.60530], [-0.66260, 0.24762, -1.72249], [0.89570, -1.02193, 2.23263], [-0.13315, 0.69740, 0.09685], [1.68165, -1.43250, 1.44989], [0.14027, -0.84191, 3.09940], [0.55017, 0.08166, -0.87048], [-2.04565, 1.63693, -0.62744], [-0.47118, 0.80557, -2.68680], [0.40615, 0.74059, 1.05186], [-1.21800, -0.66470, -1.91064], [2.11460, -1.18636, 0.49252]],
  "forces_ev_per_angstrom": [[0.1658, 1.5245, 1.6682], [0.8168, 0.1582, -1.7939], [-0.5001, -0.7223, 0.7530], [-0.6794, 0.8141, 0.9391], [2.5435, 0.0950, -3.4792], [-0.4075, 0.6275, 0.3910], [0.7741, -1.8894, -2.2483], [-0.9266, 0.2720, 0.6249], [0.0742, -0.6038, 1.1423], [-0.9849, 0.7369, -0.3819], [0.6381, -0.6083, -0.2291], [-1.5140, -0.4044, 2.6139]],
  "e_above_lowest_kj_mol": 307.9,
  "e_tot_ev": -9811.123,
  "lumo_ev": 0.86,
  "charge": 0
}

***

Record 9
{
  "formula": "C4H5NO2",
  "method": "ωB97M-V/def2-TZVPD",
  "symbols": ["O", "C", "N", "C", "C", "O", "C", "H", "H", "H", "H", "H"],
  "coordinates": [[1.42951, 1.85765, 1.63335], [1.33056, 0.94185, 0.90852], [1.36145, 0.02768, 0.11661], [0.44126, -1.00906, -0.27395], [-0.99853, -0.67801, 0.04023], [-1.30646, -0.42687, 1.44066], [-1.37592, 0.62031, 0.68872], [0.15882, 1.40397, -1.53281], [0.75232, -1.94564, 0.20583], [0.52195, -1.16622, -1.35524], [-1.77432, -1.23403, -0.47852], [-0.54064, 1.60835, -1.39341]],
  "forces_ev_per_angstrom": [[0.0211, -0.5896, -0.4844], [0.2084, 0.1607, 0.1558], [0.0988, 0.4237, 0.4722], [-0.1521, -0.0753, 0.0067], [0.0429, -0.1303, -0.2652], [-0.0554, 0.2244, 0.0159], [-0.1652, -0.4153, 0.2630], [-0.0596, 0.1510, -0.1933], [-0.1400, 0.0960, -0.0528], [-0.0053, 0.0779, 0.1611], [0.1271, -0.0257, 0.0945], [0.0794, 0.1025, -0.1735]],
  "e_above_lowest_kj_mol": 464.5,
  "e_tot_ev": -9809.501,
  "lumo_ev": 0.11,
  "charge": 0
}

***

Record 10
{
  "formula": "C4H5NO2",
  "method": "ωB97M-V/def2-TZVPD",
  "symbols": ["C", "C", "C", "O", "C", "O", "N", "H", "H", "H", "H", "H"],
  "coordinates": [[-1.50187, -0.38495, -0.59210], [-0.07914, 0.00921, -0.43382], [0.40859, 1.29536, -0.22591], [1.87980, 1.12215, -0.16906], [1.64010, 0.09334, 0.65090], [1.57900, 0.16070, 1.84683], [0.94771, -0.90638, -0.19126], [-1.63184, -0.98784, -1.49976], [-1.83763, -0.98932, 0.25761], [-2.12872, 0.50558, -0.68106], [0.20162, 1.58412, 0.84537], [0.63105, -1.70922, 0.34672]],
  "forces_ev_per_angstrom": [[0.0061, 0.0497, 0.0537], [-0.2170, 0.0369, 0.2717], [-0.1274, 0.0271, 0.1120], [-0.1270, 0.0142, 0.3650], [0.3585, -0.2620, 1.0549], [1.2175, -1.1491, -0.1983], [-0.1383, 0.0992, 0.0706], [0.0856, 0.1145, 0.1434], [0.0500, 0.0380, -0.0797], [0.1138, -0.1182, 0.0504], [-1.2247, 1.1871, -1.5515], [0.0030, -0.0375, -0.2922]],
  "e_above_lowest_kj_mol": 371.3,
  "e_tot_ev": -9810.466,
  "lumo_ev": 0.16,
  "charge": 0
}